ORCA calculation (ωB97M-V/def2-TZVPD) on a structure of composition C16H25ClI2N3P2W at a distorted geometry.

Last column: Mulliken charge in e.
Geometry (Å):
I -0.146 -0.436 -4.056  0.1337
I -0.164 2.295 -4.805  0.2237
W -0.270 0.629 -1.230  0.8794
P -2.842 1.024 -1.512  1.0845
C -3.097 1.073 -3.348  -0.8443
C -4.433 0.157 -0.792  -1.2805
H -5.299 0.336 -1.473  0.4542
H -4.533 2.801 -1.465  0.4344
H -4.821 0.565 0.154  0.3993
H -3.269 3.031 -0.210  0.3943
H -2.640 0.197 -3.850  0.2666
H -4.199 -0.903 -0.705  0.3802
C -3.448 2.722 -1.250  -1.2611
H -4.187 1.133 -3.590  0.4322
H -2.906 3.389 -1.928  0.4347
H -2.536 1.937 -3.768  0.0357
P 2.483 1.076 -1.245  0.9959
C 2.827 0.863 -3.028  -0.9906
C 2.991 2.850 -1.155  -1.2182
H 3.573 0.108 0.738  0.3624
H 4.812 0.883 -0.312  0.4007
H 4.192 -0.693 -0.675  0.4070
C 3.877 0.285 -0.297  -1.2670
H 2.802 3.271 -0.150  0.3973
H 4.073 2.965 -1.367  0.4428
H 3.919 0.875 -3.184  0.4312
H 2.337 1.648 -3.633  0.1220
H 2.462 3.459 -1.897  0.3603
H 2.401 -0.074 -3.416  0.3142
Cl 0.104 1.914 0.637  -0.3234
N 1.304 -1.503 7.702  -0.3228
C 0.914 -1.839 6.648  -0.1577
C 0.547 -2.078 5.304  0.5250
C -0.730 -1.845 4.746  -0.8109
C -0.886 -1.679 3.350  -0.4890
C 0.193 -2.058 2.526  1.5915
C 1.354 -2.678 3.076  -0.6840
C 1.548 -2.603 4.478  -0.6402
N 0.065 -1.774 1.142  0.5113
C 0.797 -2.373 0.152  -0.3363
C 0.399 -1.898 -1.055  -0.8775
N -0.786 -1.180 -0.837  -0.1680
C -0.704 -0.784 0.544  -0.3951
H -1.580 -1.815 5.415  0.4638
H -1.812 -1.305 2.862  0.3977
H 2.086 -3.208 2.424  0.2558
H 2.478 -3.064 4.915  0.4063
H 1.491 -3.175 0.301  0.5573
H 0.830 -2.082 -2.025  0.3858
H -1.570 -0.438 1.141  0.1853

## Properties
- multiplicity = 3
- expectation value of S² = 2.06
- energy relative to the best compared isomer or geometry (same formula, charge and spin) (kJ/mol) = 452.84
- orbital gap (spin up / spin down) (eV) = 4.9 / 5.1
- total charge = +3
- maximum force (eV Å⁻¹) = 4.39